The following is a quantum chemistry calculation of a single C16H24N2O3 molecule at a distorted geometry, from the Open Molecules 2025 dataset.

```
45
C16H24N2O3 | the Open Molecules 2025 dataset | wB97M-V/def2-TZVPD
O -1.7055 -1.3116 0.6056
O 1.7189 0.5568 0.4620
O 0.0488 1.6592 -2.7460
N 0.8609 1.2519 2.2767
N -0.5435 2.5212 -0.3055
C -1.4032 -1.2098 -0.4856
C -0.8075 3.5507 0.7874
C -0.3052 -3.0339 -3.6690
C -0.3979 3.1211 2.1313
C 0.9981 2.4666 2.1608
C -0.0923 -1.8623 -2.7825
C 0.9932 -1.1709 1.9844
C 1.0443 -2.1274 -1.8993
C 1.3968 0.0587 1.5000
C -0.9434 0.4008 -1.1961
C 1.0343 -0.8861 3.4969
C -1.3798 -2.1539 -1.7292
C -0.4543 0.4140 -2.3273
C -1.1814 1.2258 -0.0422
C 0.3560 0.5630 3.5702
C -0.4238 -0.5468 -3.4216
H 0.8636 1.0382 4.4012
H 1.9760 -2.0586 -2.6458
H -1.0813 -3.0934 -4.1935
H -1.5615 1.1044 0.9028
H 0.4281 -0.4117 -3.9663
H -0.5297 4.1179 2.7508
H -1.3838 -2.9915 -1.1748
H 1.6256 -1.9132 1.8320
H 0.6923 -3.0046 -4.4022
H -0.7220 0.2904 3.6310
H -1.8912 4.0228 0.7824
H -2.2128 -2.1295 -2.1342
H 1.6145 2.6724 1.3800
H -0.3317 2.6521 -1.1768
H 0.2367 -1.5326 3.9333
H 0.2173 -1.6332 1.6091
H -0.8790 2.4657 2.4908
H 1.4638 2.8832 3.2820
H -1.1666 -0.7816 -3.9868
H -0.3177 -3.9687 -3.1561
H 1.8693 -1.0451 4.0103
H 1.2194 -3.1758 -1.4070
H 1.2227 -1.3303 -1.3213
H -0.1654 4.3358 0.1884
```

Values from the calculation:
LUMO ... -0.1607 eV
E_tot ... -26089.763 eV
Energy above the lowest of the compared OMol25 structures with the same formula, charge and spin ... 360.4 kcal per mole
Kohn-Sham gap ... 7.96 eV
F_max ... 18.3 eV Å⁻¹

Löwdin atomic charge list, values in e, 5 entries: 0.132 0.107 -0.082 -0.110 0.095